124
Properties=species:S:1:pos:R:3 method="wB97M-V/def2-TZVPD" largest_force_ev_per_a=0.79 smiles="COCC1=C(c2ccccc2)C(=O)C(C)=C(N)C1=O.CCOCC.CCOCC.CCOCC.CCOCC.CCOCC.CCOCC" total_energy_ev=-61573.3152 orbital_gap_ev=8.3086 e_lumo_ev=-0.815
C 3.214 1.321 -1.842
O 2.639 0.722 -2.982
C 1.576 1.481 -3.526
C 0.496 0.568 -3.987
C -0.600 0.318 -3.273
C -0.852 0.905 -1.935
C -1.624 2.053 -1.759
C -1.817 2.546 -0.472
C -1.250 1.905 0.632
C -0.463 0.769 0.460
C -0.276 0.269 -0.829
C -1.652 -0.611 -3.781
O -2.753 -0.591 -3.292
C -1.306 -1.533 -4.888
C -2.248 -2.652 -5.147
C -0.193 -1.290 -5.586
N 0.198 -2.139 -6.657
C 0.632 -0.093 -5.297
O 1.400 0.317 -6.136
H 3.881 0.594 -1.391
H 3.787 2.216 -2.097
H 2.453 1.593 -1.109
H 1.164 2.177 -2.800
H 1.938 2.072 -4.371
H -2.063 2.546 -2.611
H -2.421 3.424 -0.294
H -1.420 2.270 1.633
H 0.015 0.254 1.278
H 0.335 -0.608 -0.977
H -2.860 -2.842 -4.273
H -2.930 -2.348 -5.941
H -1.740 -3.553 -5.460
H 0.537 -1.594 -7.441
H 0.962 -2.724 -6.338
C -5.571 1.338 0.981
C -4.415 0.560 1.584
O -4.030 1.004 2.875
C -5.022 0.929 3.883
C -5.536 -0.476 4.143
H -5.332 2.402 0.936
H -5.770 0.983 -0.030
H -6.490 1.228 1.560
H -3.533 0.690 0.960
H -4.634 -0.514 1.596
H -5.851 1.609 3.657
H -4.547 1.310 4.787
H -6.040 -0.898 3.272
H -6.251 -0.464 4.966
H -4.712 -1.141 4.406
C -3.669 -5.898 -2.653
C -3.143 -6.134 -4.058
O -1.734 -6.026 -4.169
C -0.978 -6.929 -3.383
C -1.239 -8.393 -3.694
H -3.359 -4.917 -2.289
H -4.759 -5.941 -2.651
H -3.307 -6.646 -1.947
H -3.546 -5.371 -4.725
H -3.484 -7.101 -4.445
H -1.127 -6.728 -2.316
H 0.063 -6.693 -3.603
H -2.267 -8.683 -3.472
H -0.582 -9.024 -3.096
H -1.055 -8.598 -4.749
C 3.573 1.125 3.906
C 2.348 0.301 3.549
O 2.384 -0.256 2.246
C 3.453 -1.143 1.973
C 3.487 -2.369 2.868
H 3.722 1.928 3.184
H 3.453 1.571 4.893
H 4.482 0.521 3.924
H 1.465 0.942 3.560
H 2.175 -0.482 4.295
H 4.410 -0.611 2.008
H 3.307 -1.454 0.938
H 3.649 -2.108 3.915
H 4.297 -3.032 2.563
H 2.545 -2.916 2.802
C -3.270 2.685 7.903
C -4.523 3.513 7.670
O -5.708 2.748 7.557
C -6.054 1.959 8.680
C -6.282 2.756 9.953
H -3.144 1.950 7.106
H -2.393 3.332 7.920
H -3.304 2.147 8.851
H -4.435 4.043 6.721
H -4.631 4.277 8.448
H -5.305 1.176 8.845
H -6.978 1.453 8.400
H -5.378 3.268 10.285
H -6.601 2.093 10.757
H -7.054 3.511 9.797
C 3.547 6.249 3.455
C 3.578 5.232 4.583
O 4.661 4.322 4.512
C 5.958 4.887 4.559
C 6.250 5.668 5.828
H 3.525 5.745 2.488
H 2.659 6.875 3.541
H 4.418 6.906 3.470
H 2.682 4.611 4.536
H 3.562 5.734 5.557
H 6.139 5.507 3.673
H 6.640 4.039 4.491
H 5.603 6.540 5.932
H 7.281 6.021 5.821
H 6.104 5.037 6.706
C 5.875 -3.323 -8.669
C 4.557 -3.080 -9.384
O 3.523 -2.606 -8.543
C 3.763 -1.369 -7.890
C 3.998 -0.203 -8.833
H 5.739 -4.024 -7.845
H 6.605 -3.740 -9.364
H 6.295 -2.403 -8.260
H 4.186 -4.022 -9.790
H 4.698 -2.405 -10.235
H 4.591 -1.464 -7.178
H 2.869 -1.173 -7.302
H 4.898 -0.336 -9.437
H 4.113 0.718 -8.262
H 3.154 -0.087 -9.514